Below is 2 unconnected molecules or ions with the total composition C21H32N4O5 at a distorted geometry, with properties calculated with ωB97M-V/def2-TZVPD.

Values from the calculation:
Calculated total energy   -38483.902 eV
LUMO energy (alpha / beta)   0.8 / 0.3 eV
Charge   -1
<S²>   0.753
Spin multiplicity   2
ΔE to the lowest compared entry with this formula, charge and spin   0.000 eV

Each line ends with the Mulliken spin population.
Element x y z (Å)
N (1.70721, -2.54228, -0.37936)  0.00
C (1.52964, -2.91554, -1.45096)  0.01
O (1.77108, -3.14752, -2.77970)  0.05
C (0.89674, -2.30060, -3.56732)  0.77
C (1.25551, -0.79057, -3.38909)  0.05
C (0.51985, 0.16903, -4.41426)  0.02
C (-0.33481, 1.32155, -3.71387)  0.00
N (-1.79432, 1.21351, -3.95854)  0.00
C (-2.58858, 1.02632, -2.70378)  0.00
C (-3.34003, -0.35622, -2.85231)  0.00
C (-2.72024, -1.57964, -2.31412)  0.03
C (-3.41081, -2.85450, -2.50274)  -0.01
C (-4.69681, -2.91279, -3.20538)  0.00
C (-5.32190, -1.69028, -3.74363)  0.00
C (-4.61761, -0.40154, -3.55408)  0.00
O (-5.23736, 0.73454, -4.11897)  0.00
O (1.11802, -2.73569, -4.91908)  0.05
N (1.23106, -4.14106, -4.88774)  -0.01
O (0.44392, -4.57580, -5.64232)  0.02
H (2.38355, -0.70362, -3.42164)  0.03
H (0.96021, -0.45799, -2.35451)  0.01
H (1.32814, 0.64899, -5.04120)  0.00
H (-0.07966, -0.46310, -5.12011)  -0.01
H (0.00998, 2.28512, -4.20194)  0.00
H (-0.04323, 1.40453, -2.63441)  0.00
H (-1.92398, 0.37236, -4.53203)  0.00
H (-3.32262, 1.88611, -2.67070)  0.00
H (-1.98178, 1.07393, -1.76351)  0.00
H (-1.74610, -1.48136, -1.78425)  -0.01
H (-2.92564, -3.78735, -2.11052)  0.00
H (-5.23861, -3.87288, -3.39244)  0.00
H (-6.29248, -1.70788, -4.29346)  0.00
H (-5.89185, 1.01868, -3.45504)  0.00
C (2.19057, -0.93338, 3.49455)  0.00
C (1.13812, 0.14053, 3.12696)  0.00
C (1.70856, 1.04961, 2.02305)  0.00
C (2.79808, 1.98108, 2.53580)  0.00
C (2.29584, 2.78650, 3.72547)  0.00
C (1.66000, 1.93002, 4.84078)  0.00
N (0.71990, 0.89401, 4.33775)  0.00
O (-0.50061, 1.54023, 4.03291)  0.00
C (2.76774, 1.25388, 5.68207)  0.00
C (0.98852, 2.89650, 5.83724)  0.00
C (-0.02013, -0.68179, 2.53318)  0.00
H (2.29172, -1.67209, 2.69135)  0.00
H (3.19396, -0.53498, 3.63920)  0.00
H (1.89773, -1.47510, 4.39739)  0.00
H (0.90588, 1.65422, 1.58633)  0.00
H (2.11215, 0.44151, 1.20201)  0.00
H (3.69730, 1.41721, 2.80710)  0.00
H (3.09984, 2.66459, 1.73386)  0.00
H (3.12726, 3.37629, 4.13285)  0.00
H (1.56173, 3.51209, 3.35720)  0.00
H (2.33601, 0.55226, 6.39966)  0.00
H (3.33187, 1.99712, 6.25736)  0.00
H (3.51125, 0.72505, 5.08764)  0.00
H (0.25815, 3.54824, 5.35496)  0.00
H (1.73336, 3.55512, 6.29973)  0.00
H (0.48608, 2.35054, 6.64060)  0.00
H (-0.44788, -1.35557, 3.28121)  0.00
H (0.33205, -1.29581, 1.69704)  0.00
H (-0.82150, -0.05437, 2.13776)  0.00